No. 1
Formula: C3H4F2O
Source: the OMol25 dataset
Level of theory: ωB97M-V/def2-TZVPD

Last columns: bonded neighbours and bond lengths (Å).
Element x y z (Å)
1 C -0.758 0.706 -0.335  C2 1.632, H5 1.192, H6 1.121, O8 1.403
2 C 0.779 0.350 0.084  C1 1.632, C3 1.321, F9 1.429
3 C 1.101 -0.906 0.338  C2 1.321, H7 1.205, F10 1.354
4 H -2.096 -0.792 -0.002  no bonds
5 H -1.126 1.108 0.724  C1 1.192
6 H -0.878 1.569 -1.040  C1 1.121
7 H 2.193 -1.136 0.791  C3 1.205
8 O -1.188 -0.381 -1.111  C1 1.403
9 F 1.778 1.365 -0.029  C2 1.429
10 F 0.195 -1.882 0.582  C3 1.354

Values from the calculation:
2S+1   1
Energy above the lowest of the compared OMol25 structures with the same formula, charge and spin   123.0 kcal per mole
E_LUMO   -0.86 eV
Net charge   0
HOMO energy   -9.74 eV



No. 2
Formula: C6H7NO2S2
Source: the OMol25 dataset
Level of theory: ωB97M-V/def2-TZVPD

Last columns: bonded neighbours and bond lengths (Å).
Element x y z (Å)
1 H -1.674 2.209 -1.659  N2 1.013
2 N -2.011 1.259 -1.758  H1 1.013, C3 1.244
3 C -1.844 0.640 -0.693  N2 1.244, C4 1.445, S5 2.061
4 C -1.994 -0.713 -0.209  C3 1.445, H13 1.081, H14 1.055, H15 1.112
5 S -0.934 1.713 0.813  C3 2.061, O6 1.437, O7 1.430, C8 1.822
6 O -1.257 1.216 2.121  S5 1.437
7 O -1.192 3.087 0.509  S5 1.430
8 C 0.778 1.197 0.465  S5 1.822, C9 1.359, S12 1.717
9 C 1.542 0.297 1.140  C8 1.359, C10 1.455, H16 1.128
10 C 2.800 0.044 0.454  C9 1.455, C11 1.357, H17 1.061
11 C 2.901 0.725 -0.715  C10 1.357, S12 1.769, H18 1.153
12 S 1.509 1.786 -0.973  C8 1.717, C11 1.769
13 H -1.889 -0.750 0.867  C4 1.081
14 H -2.954 -1.141 -0.295  C4 1.055
15 H -1.259 -1.441 -0.617  C4 1.112
16 H 1.266 -0.068 2.171  C9 1.128
17 H 3.554 -0.558 0.895  C10 1.061
18 H 3.728 1.104 -1.423  C11 1.153

Values from the calculation:
2S+1   1
Energy above the lowest of the compared OMol25 structures with the same formula, charge and spin   29.6 kcal per mole
E_LUMO   0.00 eV
Net charge   0
HOMO energy   -9.45 eV
SMILES   [H]/N=C(/C)S(=O)(=O)c1cccs1